Computed, not measured: C24H53InO13P as an isolated structure, with ωB97M-V/def2-TZVPD.

Max |F|: 0.70 eV Å⁻¹
LUMO level: 0.0662 Ha
Total charge: -1
HOMO: -3.780 eV
Energy relative to the best compared isomer or geometry (same formula, charge and spin): 0.000 eV

Each line ends with the Löwdin charge.
Atoms and positions in Å:
O -2.619 2.253 -1.938  -0.682
P -2.406 0.835 -1.433  0.399
In -0.291 0.318 -0.004  0.165
H -3.577 0.424 -0.716  -0.094
H -2.467 -0.051 -2.558  -0.095
H -0.877 0.112 1.643  -0.145
H 0.800 1.630 -0.181  -0.150
H 0.295 -1.243 -0.570  -0.151
O -3.619 -0.398 3.634  0.107
C -4.288 0.539 3.300  -0.522
O -3.700 1.595 2.706  -0.024
C -4.426 2.687 2.139  -0.228
C -4.791 3.730 3.176  -0.066
C -5.769 0.601 3.615  0.009
H -5.296 2.326 1.590  0.114
H -3.743 3.107 1.401  0.130
H -5.463 3.329 3.937  0.063
H -5.282 4.579 2.697  0.078
H -3.892 4.085 3.680  0.081
H -5.881 0.958 4.639  0.092
H -6.161 -0.412 3.554  0.086
H -6.347 1.239 2.952  0.065
O 3.328 1.827 -0.240  0.071
C 4.321 1.515 -0.825  -0.507
O 4.545 0.188 -1.054  -0.005
C 5.596 -0.278 -1.892  -0.248
C 6.918 -0.385 -1.156  -0.066
C 5.372 2.516 -1.249  0.005
H 5.686 0.340 -2.788  0.112
H 5.267 -1.264 -2.218  0.121
H 7.260 0.592 -0.814  0.051
H 7.684 -0.806 -1.810  0.076
H 6.805 -1.032 -0.285  0.080
H 6.026 2.712 -0.402  0.074
H 4.859 3.439 -1.511  0.095
H 5.984 2.213 -2.091  0.057
O 8.376 3.032 -1.411  0.102
C 9.010 3.344 -0.441  -0.517
O 8.334 3.784 0.642  -0.003
C 8.955 4.025 1.910  -0.233
C 9.565 5.408 1.992  -0.065
C 10.520 3.322 -0.425  0.015
H 9.679 3.242 2.137  0.112
H 8.144 3.927 2.629  0.126
H 10.371 5.537 1.269  0.067
H 9.969 5.581 2.990  0.081
H 8.807 6.163 1.787  0.085
H 10.878 4.251 -0.868  0.096
H 10.845 2.493 -1.048  0.091
H 10.960 3.211 0.562  0.068
O -1.173 2.266 8.414  0.073
C -0.672 1.952 7.362  -0.545
O -1.460 1.657 6.326  0.006
C -0.944 1.434 4.990  -0.211
C -0.470 0.022 4.766  -0.071
C 0.830 1.824 7.223  0.004
H -0.171 2.170 4.766  0.115
H -1.784 1.644 4.332  0.103
H 0.369 -0.248 5.413  0.065
H -0.162 -0.079 3.726  0.036
H -1.276 -0.687 4.955  0.076
H 1.119 0.835 7.580  0.091
H 1.289 2.573 7.864  0.083
H 1.201 1.950 6.211  0.067
O -2.564 -2.809 -0.528  0.093
C -2.457 -3.468 -1.521  -0.527
O -1.261 -3.532 -2.144  -0.018
C -0.999 -4.408 -3.240  -0.240
C -1.424 -3.818 -4.569  -0.064
C -3.652 -4.168 -2.139  0.001
H -1.454 -5.387 -3.070  0.109
H 0.081 -4.551 -3.217  0.120
H -2.499 -3.656 -4.609  0.048
H -1.154 -4.491 -5.385  0.079
H -0.931 -2.858 -4.722  0.085
H -4.182 -3.440 -2.753  0.094
H -4.301 -4.481 -1.324  0.086
H -3.416 -5.029 -2.757  0.057
O -4.481 -4.979 -5.290  0.098
C -5.679 -4.937 -5.250  -0.518
O -6.324 -4.145 -6.133  0.003
C -7.749 -4.122 -6.259  -0.241
C -8.395 -3.187 -5.259  -0.063
C -6.464 -5.675 -4.190  0.015
H -8.157 -5.132 -6.200  0.109
H -7.924 -3.768 -7.274  0.121
H -8.221 -3.511 -4.233  0.070
H -9.472 -3.143 -5.427  0.080
H -7.984 -2.183 -5.365  0.087
H -6.470 -5.061 -3.288  0.091
H -5.938 -6.601 -3.972  0.093
H -7.488 -5.911 -4.463  0.067